Entry i
{
  "formula": "C5H12N2",
  "method": "ωB97M-V with the def2-TZVPD basis set",
  "symbols": ["C", "N", "C", "C", "C", "C", "N", "H", "H", "H", "H", "H", "H", "H", "H", "H", "H", "H", "H"],
  "xyz": [[0.111, -2.913, 1.444], [-0.197, -1.632, 1.411], [0.158, -0.885, 0.259], [1.095, -1.544, -0.564], [-0.582, 0.508, 0.256], [-0.175, 1.356, -1.018], [-0.367, 2.915, -0.828], [0.288, -3.573, 0.585], [0.095, -3.218, 2.556], [-0.414, -1.050, 2.170], [2.039, -1.190, -1.001], [1.004, -2.556, -0.851], [-1.690, 0.219, 0.124], [-0.500, 1.094, 1.150], [0.895, 1.249, -1.234], [-0.843, 1.110, -1.987], [-1.232, 3.516, -0.642], [0.251, 3.260, -0.147], [0.064, 3.335, -1.682]],
  "charge": 2,
  "e_lumo_ev": -9.1867,
  "homo_ev": -17.155,
  "smiles": "C=[NH+]C(=C)CC[NH3+]"
}



Entry ii
{
  "formula": "C5H12N2",
  "method": "ωB97M-V with the def2-TZVPD basis set",
  "symbols": ["C", "C", "C", "C", "N", "C", "N", "H", "H", "H", "H", "H", "H", "H", "H", "H", "H", "H", "H"],
  "xyz": [[1.989, 0.991, -0.053], [0.895, -0.080, -0.206], [-0.456, 0.391, -0.697], [-1.678, 0.255, -0.071], [-2.735, -0.223, -0.683], [-3.936, -0.461, 0.050], [3.608, -0.761, 0.596], [2.336, 1.389, -1.009], [1.694, 1.797, 0.626], [1.327, -0.865, -0.847], [0.819, -0.625, 0.743], [-0.417, 0.394, -1.784], [-1.904, 0.554, 0.976], [-3.899, -0.045, 1.072], [-4.247, -1.503, -0.098], [-4.702, 0.088, -0.541], [4.437, -0.875, -0.011], [2.962, 0.414, 0.354], [3.908, -0.836, 1.581]],
  "charge": 2,
  "e_lumo_ev": -12.8015,
  "homo_ev": -18.898
}



Verdict on stability: entry i comes out on top.



Entry i
{
  "formula": "C5H12N2",
  "method": "ωB97M-V with the def2-TZVPD basis set",
  "symbols": ["C", "N", "C", "C", "N", "C", "C", "H", "H", "H", "H", "H", "H", "H", "H", "H", "H", "H", "H"],
  "xyz": [[-0.438, -0.710, -2.505], [-0.469, -1.321, -1.198], [-0.084, -0.845, -0.048], [0.151, -1.056, 1.354], [0.136, 0.359, 0.740], [-0.964, 1.297, 1.136], [1.470, 0.985, 0.606], [-1.365, -0.683, -2.940], [0.082, -1.382, -3.195], [-0.026, 0.200, -2.370], [-0.853, -2.308, -1.150], [-0.644, -1.231, 1.952], [1.012, -1.348, 1.821], [-1.936, 0.897, 1.119], [-0.876, 1.361, 2.243], [-0.715, 2.352, 0.858], [1.642, 1.560, -0.392], [1.630, 1.611, 1.429], [2.246, 0.263, 0.539]],
  "charge": 2,
  "e_lumo_ev": -10.3711,
  "homo_ev": -21.590,
  "smiles": "C/[NH+]=C1/C[N+]1(C)C"
}



Entry ii
{
  "formula": "C5H12N2",
  "method": "ωB97M-V with the def2-TZVPD basis set",
  "symbols": ["C", "N", "C", "C", "C", "C", "N", "H", "H", "H", "H", "H", "H", "H", "H", "H", "H", "H", "H"],
  "xyz": [[-1.836, -0.800, 2.520], [-0.818, -0.662, 1.763], [-0.887, -0.237, 0.349], [-1.700, -0.911, -0.445], [0.205, 0.667, -0.115], [1.159, 0.042, -1.149], [2.273, 0.995, -1.523], [-2.805, -1.078, 2.117], [-1.762, -0.832, 3.605], [0.065, -0.393, 2.194], [-1.779, -0.586, -1.476], [-2.384, -1.659, -0.072], [0.778, 1.215, 0.638], [-0.228, 1.577, -0.562], [0.583, -0.139, -2.048], [1.599, -0.906, -0.843], [2.576, 0.749, -2.470], [3.064, 1.010, -0.876], [1.899, 1.946, -1.606]],
  "charge": 2,
  "e_lumo_ev": -8.5999,
  "homo_ev": -18.495,
  "smiles": "C=[NH+]C(=C)CC[NH3+]"
}



Entry iii
{
  "formula": "C5H12N2",
  "method": "ωB97M-V with the def2-TZVPD basis set",
  "symbols": ["C", "N", "C", "C", "C", "C", "N", "H", "H", "H", "H", "H", "H", "H", "H", "H", "H", "H", "H"],
  "xyz": [[0.630, -0.096, -2.968], [0.638, -0.595, -1.781], [-0.339, -0.149, -0.746], [-1.662, -0.269, -1.072], [0.080, -0.162, 0.699], [-0.235, 0.789, 1.842], [0.578, 0.350, 3.068], [0.051, 0.731, -3.608], [1.440, -0.408, -3.620], [1.599, -1.109, -1.576], [-2.286, 0.077, -0.248], [-2.189, -0.506, -1.953], [1.217, -0.177, 0.752], [-0.203, -1.190, 1.086], [-1.383, 0.874, 1.980], [0.030, 1.839, 1.514], [0.356, -0.404, 3.610], [0.424, 1.160, 3.704], [1.593, 0.153, 2.818]],
  "charge": 2,
  "e_lumo_ev": -8.3542,
  "homo_ev": -18.059,
  "smiles": "C=[NH+]C(=C)CC[NH3+]"
}



Verdict on stability: entry ii comes out on top.



Entry i
{
  "formula": "C6H6N2",
  "method": "ωB97M-V with the def2-TZVPD basis set",
  "symbols": ["C", "C", "C", "N", "C", "N", "C", "C", "H", "H", "H", "H", "H", "H"],
  "xyz": [[-3.017, -0.037, -0.306], [-1.826, 0.200, -0.079], [-0.527, 0.353, 0.651], [0.209, 1.575, 0.435], [1.104, 1.282, -0.508], [1.304, -0.105, -0.882], [1.810, -0.697, 0.295], [0.304, -0.649, -0.046], [-4.053, -0.536, -0.850], [-0.812, 0.010, 1.667], [1.468, 1.983, -1.361], [2.169, -0.343, 1.205], [2.407, -1.610, 0.190], [-0.541, -1.426, -0.412]],
  "charge": 0,
  "e_lumo_ev": 0.6470,
  "homo_ev": -9.831,
  "smiles": "C#C[C@@H]1N=CN2C[C@@H]12"
}



Entry ii
{
  "formula": "C6H6N2",
  "method": "ωB97M-V with the def2-TZVPD basis set",
  "symbols": ["C", "C", "C", "C", "C", "C", "N", "N", "H", "H", "H", "H", "H", "H"],
  "xyz": [[0.606, 1.186, -0.275], [-0.044, -0.026, 0.243], [0.318, -1.814, -0.236], [-1.002, -1.920, -0.333], [-1.493, -0.565, 0.255], [-2.614, 0.171, -0.002], [-3.516, 0.849, -0.304], [-0.721, -0.085, 1.472], [1.259, 0.854, -1.061], [0.976, 1.812, 0.476], [-0.104, 1.761, -0.689], [1.233, -2.340, -0.305], [-1.744, -2.683, -0.727], [-1.006, 0.802, 1.849]],
  "charge": 0,
  "e_lumo_ev": 0.7371,
  "homo_ev": -8.831,
  "smiles": "C[C@]12C=C[C@@]1(C#N)N2"
}



Verdict on stability: entry ii comes out on top.



Entry i
{
  "formula": "C2H4ClP",
  "method": "ωB97M-V with the def2-TZVPD basis set",
  "symbols": ["C", "P", "C", "H", "H", "H", "Cl", "H"],
  "xyz": [[0.639, -0.885, -0.552], [-0.955, -0.645, -1.047], [0.479, 0.508, -0.989], [1.228, -1.458, 0.014], [0.509, 1.458, -0.217], [0.990, 0.931, -1.980], [-0.956, -0.251, 2.077], [-1.934, 0.343, 2.694]],
  "charge": 0,
  "e_lumo_ev": 0.0609,
  "homo_ev": -8.563,
  "smiles": "C1=PC1.Cl"
}



Entry ii
{
  "formula": "C2H4ClP",
  "method": "ωB97M-V with the def2-TZVPD basis set",
  "symbols": ["C", "P", "C", "Cl", "H", "H", "H", "H"],
  "xyz": [[-1.756, -0.382, -0.212], [-0.054, -0.091, 0.039], [1.589, 0.848, 0.144], [2.884, -0.266, -0.041], [-2.324, 0.270, -0.851], [-2.260, -0.947, 0.550], [0.263, -1.092, 0.952], [1.657, 1.658, -0.581]],
  "charge": 0,
  "e_lumo_ev": -0.3551,
  "homo_ev": -8.075,
  "smiles": "C=[PH]=CCl"
}



Verdict on stability: entry i comes out on top.



Entry i
{
  "formula": "C7H10O2",
  "method": "ωB97M-V with the def2-TZVPD basis set",
  "symbols": ["C", "C", "C", "C", "C", "C", "O", "C", "O", "H", "H", "H", "H", "H", "H", "H", "H", "H", "H"],
  "xyz": [[1.777, -2.420, 0.837], [1.911, -1.283, 0.179], [1.863, -0.069, -0.873], [1.099, 1.252, -0.333], [0.081, 0.998, 0.890], [-1.146, 0.004, 0.551], [-2.427, 0.696, 0.327], [-3.063, -0.102, -0.720], [-2.880, 0.247, -1.942], [1.438, -3.248, 1.574], [1.462, -0.373, -1.918], [2.973, 0.245, -1.044], [0.598, 1.779, -1.243], [1.908, 2.001, 0.042], [0.622, 0.661, 1.866], [-0.382, 2.035, 1.154], [-1.251, -0.704, 1.473], [-0.913, -0.669, -0.373], [-3.669, -1.052, -0.447]],
  "charge": 0,
  "e_lumo_ev": 0.5997,
  "homo_ev": -9.841,
  "smiles": "C#CCCCCOC=O"
}



Entry ii
{
  "formula": "C7H10O2",
  "method": "ωB97M-V with the def2-TZVPD basis set",
  "symbols": ["O", "C", "C", "C", "C", "C", "O", "C", "C", "H", "H", "H", "H", "H", "H", "H", "H", "H", "H"],
  "xyz": [[-2.819, -0.334, -0.569], [-1.922, 0.095, 0.425], [-0.631, 0.865, -0.071], [0.489, 1.820, 0.159], [1.748, 1.017, -0.481], [1.661, -0.368, 0.195], [1.714, -1.796, -0.055], [0.477, -1.079, -0.230], [-0.549, -0.450, 0.713], [-2.796, -1.521, -0.502], [-2.467, 0.393, 1.357], [-0.757, 0.775, -1.095], [0.809, 2.198, 1.116], [0.322, 2.812, -0.333], [1.703, 1.225, -1.513], [2.634, 1.514, -0.127], [1.723, -0.321, 1.325], [0.300, -0.965, -1.259], [-0.269, -0.466, 1.774]],
  "charge": 0,
  "e_lumo_ev": 0.5764,
  "homo_ev": -8.583,
  "smiles": "O[C@@H]1[C@H]2CC[C@@H]3O[C@H]3[C@H]12"
}



Verdict on stability: entry i comes out on top.



Entry i
{
  "formula": "C7H10O2",
  "method": "ωB97M-V with the def2-TZVPD basis set",
  "symbols": ["C", "C", "C", "C", "C", "C", "O", "O", "C", "H", "H", "H", "H", "H", "H", "H", "H", "H", "H"],
  "xyz": [[-2.885, -1.100, -1.322], [-1.836, -0.727, -0.857], [-0.443, -0.195, -0.089], [-0.666, 1.303, 0.099], [-0.390, -1.011, 1.202], [0.535, -0.553, -1.147], [0.538, -1.019, -2.249], [1.851, -0.389, -0.397], [2.433, 0.725, 0.255], [-3.754, -1.479, -1.809], [-0.085, 1.679, 0.944], [-0.401, 1.868, -0.799], [-1.715, 1.520, 0.323], [0.226, -0.500, 1.945], [-1.390, -1.136, 1.627], [0.028, -2.006, 1.026], [3.373, 0.937, -0.272], [1.905, 1.680, 0.247], [2.675, 0.403, 1.271]],
  "charge": 0,
  "e_lumo_ev": 0.7178,
  "homo_ev": -10.114,
  "smiles": "C#CC(C)(C)C(=O)OC"
}



Entry ii
{
  "formula": "C7H10O2",
  "method": "ωB97M-V with the def2-TZVPD basis set",
  "symbols": ["C", "C", "C", "C", "C", "C", "C", "O", "O", "H", "H", "H", "H", "H", "H", "H", "H", "H", "H"],
  "xyz": [[-0.130, -0.293, -0.482], [0.346, 0.629, 0.427], [-1.052, -1.872, 0.394], [1.508, -0.110, 1.085], [-0.816, 0.044, -1.764], [-0.080, 2.007, 0.743], [1.515, -0.605, -0.322], [-2.174, -1.315, 0.475], [2.234, -1.158, -1.089], [-0.836, -2.630, -0.379], [-0.504, -2.101, 1.328], [1.279, -0.798, 1.895], [2.353, 0.522, 1.345], [-0.391, 0.941, -2.216], [-0.770, -0.774, -2.481], [-1.871, 0.229, -1.612], [0.270, 2.814, 0.105], [-1.148, 2.205, 0.798], [0.268, 2.265, 1.749]],
  "charge": 0,
  "e_lumo_ev": [-0.3161, -0.3160],
  "homo_ev": [-9.128, -9.127]
}



Verdict on stability: entry i comes out on top.